12
Properties=species:S:1:pos:R:3:forces:R:3:mulliken_charge:R:1 method="wB97M-V/def2-TZVPD" homo_lumo_gap_ev=9.296 fmax_ev_per_a=0.33 relative_energy_kcal_mol=0.2 smiles="Cc1coc(=O)[nH]1" total_charge=0
C 1.4517 -0.9602 -0.2140 0.074 -0.075 -0.045 -1.13
C 0.1460 -0.2536 -0.1146 -0.169 -0.067 -0.017 0.51
C -1.0901 -0.6208 -0.4656 0.199 -0.184 0.067 -0.31
O -1.9959 0.3674 -0.1425 -0.076 0.208 0.092 -0.32
C -1.3155 1.4025 0.4499 -0.010 0.065 0.045 0.39
O -1.8230 2.4035 0.8815 0.136 -0.241 -0.183 -0.58
N 0.0053 1.0216 0.4396 -0.059 0.113 0.025 -0.03
H 2.0351 -0.6140 -1.0717 -0.038 0.006 0.075 0.27
H 2.0598 -0.8157 0.6846 -0.143 0.018 -0.070 0.33
H 1.2825 -2.0327 -0.3268 0.018 0.117 -0.047 0.30
H -1.4886 -1.5206 -0.9045 0.087 0.105 0.039 0.39
H 0.7328 1.6225 0.7841 -0.019 -0.065 0.019 0.19